No. 1
{"formula": "C10H15Cl24GaN2OP", "method": "ωB97M-V/def2-TZVPD", "species": ["Ga", "Cl", "Cl", "Cl", "Cl", "Cl", "Cl", "Cl", "Cl", "Cl", "Cl", "Cl", "Cl", "Cl", "Cl", "Cl", "Cl", "Cl", "Cl", "Cl", "Cl", "Cl", "Cl", "Cl", "Cl", "P", "O", "N", "N", "C", "C", "C", "C", "C", "C", "C", "C", "C", "C", "H", "H", "H", "H", "H", "H", "H", "H", "H", "H", "H", "H", "H", "H", "H"], "positions_angstrom": [[-0.3874, -1.6331, 2.3877], [-4.3260, -0.9017, -8.4345], [-4.5465, -5.3978, 4.3095], [-4.7750, 3.0650, 0.1729], [-2.1288, -2.6598, -9.1055], [-2.6574, -0.9518, -0.9119], [-3.0852, 1.6533, -2.0761], [6.7804, -0.0289, -0.4472], [5.1727, 2.0364, -1.6713], [4.6017, 1.1714, 1.0248], [-1.6849, -0.3822, -7.3781], [8.2618, 4.3458, -3.0087], [-5.3232, -0.1265, -1.6566], [-3.1921, 3.8851, 2.4438], [-3.2023, -2.6442, -6.4201], [-3.5813, -4.8965, 6.9903], [7.5082, 7.1353, -3.1500], [-1.8081, -6.0210, 4.9971], [-3.5649, 5.6889, 0.2146], [-2.6594, -3.2664, 4.7806], [5.6146, 5.0845, -3.9072], [6.3468, 5.4178, -1.1312], [-5.7792, 5.0938, 1.9800], [6.9951, 2.7028, 0.4794], [-3.3681, -0.7234, -3.7073], [-2.3104, -0.4809, 3.1475], [-3.5777, -1.2771, 2.7467], [0.5956, 0.3019, -1.6270], [-1.0172, -3.0132, 1.1873], [-4.3290, 4.4306, 1.2032], [0.7914, -0.1947, 1.4117], [0.7982, -2.3870, 3.8844], [1.8617, 0.0508, -0.9341], [-3.1462, -4.8885, 5.2671], [-2.8350, -1.6469, -7.8345], [-3.6063, -0.0399, -2.0883], [1.6065, -0.8927, 0.2914], [6.9318, 5.4963, -2.7980], [5.8851, 1.4712, -0.1522], [-1.2570, -2.5710, 0.3063], [2.3470, 0.9749, -0.6341], [-2.2638, -0.2074, 4.5518], [1.4401, 0.2119, 2.2009], [1.6499, -1.7040, 4.0444], [0.0070, 0.9200, -1.0927], [1.1026, -1.7829, -0.1075], [-0.2569, -3.6443, 0.9577], [1.2576, -3.3548, 3.6404], [0.1166, -0.5720, -1.7539], [0.1328, 0.6087, 1.0531], [2.5536, -1.2564, 0.7201], [-2.4157, 0.7672, 2.4406], [0.2609, -2.4342, 4.8395], [2.4655, -0.5324, -1.6467]], "lowdin_charge": [0.225, 0.512, 0.514, 0.494, 0.510, 0.603, 0.491, 0.519, 0.514, 0.570, 0.522, 0.513, 0.523, 0.520, 0.505, 0.486, 0.511, 0.503, 0.505, 0.576, 0.516, 0.493, 0.505, 0.482, 0.487, 0.513, -0.673, -0.015, -0.112, -2.039, -0.277, -0.229, -0.317, -2.025, -2.047, -2.011, -0.305, -2.042, -2.020, -0.121, 0.052, -0.071, 0.023, -0.024, 0.026, 0.068, -0.038, -0.018, 0.026, 0.016, 0.084, -0.074, -0.045, 0.096], "total_charge": -1, "homo_lumo_gap_ev": 6.00, "lumo_ev": 1.440}

---

No. 2
{"formula": "C10H12Br6F6O4", "method": "ωB97M-V/def2-TZVPD", "species": ["Br", "Br", "Br", "Br", "Br", "Br", "F", "F", "F", "F", "F", "F", "O", "O", "O", "O", "C", "C", "C", "C", "C", "C", "C", "C", "C", "C", "H", "H", "H", "H", "H", "H", "H", "H", "H", "H", "H", "H"], "positions_angstrom": [[-3.1989, 0.8452, 2.8938], [-1.8389, -1.7365, -0.2477], [-1.1304, 2.2326, 4.9387], [-0.2803, 1.1517, -0.3411], [-0.6664, -0.3834, -3.0978], [-1.8165, 3.7407, 2.1439], [3.6621, 0.1850, -3.9517], [4.1735, -0.3861, -1.9361], [-7.5878, -1.8379, 2.6431], [2.2774, 0.5238, -2.3004], [-7.1220, -1.1179, 0.7147], [-6.0440, -0.3036, 2.4292], [-5.6770, -3.5811, 1.1744], [5.2006, 2.1486, -3.3950], [3.9101, 2.7118, -1.5519], [-4.5009, -2.3498, 2.6787], [-3.3471, -3.0754, 2.5038], [5.9450, 3.3277, -3.2892], [4.2003, 1.9559, -2.4529], [-6.6223, -1.4100, 1.9220], [3.5309, 0.5492, -2.6317], [7.1534, 3.1511, -4.2525], [-2.7763, -3.8737, 3.6936], [-0.3985, -0.7152, -1.1575], [-1.5930, 2.0367, 3.0354], [-5.5628, -2.5937, 1.9023], [6.2729, 3.4128, -2.2532], [5.4009, 4.2195, -3.6002], [-2.5100, -2.4347, 2.2265], [7.7690, 4.0454, -4.3494], [0.5416, -1.2482, -1.0155], [-2.1196, -4.6287, 3.2613], [-3.4303, -3.8344, 1.7259], [-3.5860, -4.3273, 4.2652], [6.8630, 2.9109, -5.2753], [-2.1553, -3.2355, 4.3222], [7.8028, 2.3451, -3.9107], [-0.7395, 1.5796, 2.5348]], "mulliken_spin": [0.608, 0.015, 0.353, 0.002, 0.001, 0.079, 0.000, 0.000, 0.000, 0.000, 0.000, 0.003, 0.000, 0.000, 0.000, 0.003, 0.001, 0.000, 0.000, 0.001, 0.000, 0.000, 0.000, -0.001, -0.059, 0.000, 0.000, 0.000, 0.000, 0.000, 0.000, 0.000, 0.000, 0.000, 0.000, 0.000, 0.000, -0.005], "total_charge": 1, "relative_energy_ev": 0.000, "spin_multiplicity": 2, "homo_lumo_gap_ev": [7.77, 2.90], "s_squared": 0.76, "lumo_ev": [-5.241, -10.100]}

---

No. 3
{"formula": "C40H52AsB2F2KN4O9P", "method": "ωB97M-V/def2-TZVPD", "species": ["As", "K", "P", "F", "F", "O", "O", "O", "O", "O", "O", "O", "O", "O", "N", "N", "N", "N", "C", "C", "C", "C", "C", "C", "C", "C", "C", "C", "C", "C", "C", "C", "C", "C", "C", "C", "C", "C", "C", "C", "C", "C", "C", "C", "C", "C", "C", "C", "C", "C", "C", "C", "C", "C", "C", "C", "C", "C", "B", "B", "H", "H", "H", "H", "H", "H", "H", "H", "H", "H", "H", "H", "H", "H", "H", "H", "H", "H", "H", "H", "H", "H", "H", "H", "H", "H", "H", "H", "H", "H", "H", "H", "H", "H", "H", "H", "H", "H", "H", "H", "H", "H", "H", "H", "H", "H", "H", "H", "H", "H", "H", "H"], "positions_angstrom": [[0.2568, -2.0805, -4.0466], [-0.4318, -0.1369, -0.6254], [-3.8232, 1.7481, 0.6608], [-1.1334, -4.0122, -1.3179], [-2.2176, -4.9322, 0.4843], [-4.4787, 1.1528, 2.0326], [1.3580, 3.8228, 0.5899], [4.1589, -0.5913, -1.8382], [-0.3625, -3.7368, 2.4639], [0.1793, 2.4617, -1.0016], [-0.9403, 3.8980, 0.6492], [-4.4864, 3.2532, 0.7996], [-4.7839, 1.0265, -0.4206], [-0.0055, -1.3004, -2.6372], [1.4785, -1.9574, 0.0887], [-1.3992, -2.5385, 0.6823], [-0.1570, 4.1727, -2.5135], [2.3449, 0.5252, -1.0832], [2.8543, 3.3786, -3.5337], [-4.2296, 0.6187, 4.3478], [1.7155, -1.2759, -5.0197], [3.0651, 1.5192, -1.9040], [1.2714, 3.2844, -5.3260], [-6.4506, -2.6475, 1.2171], [-5.9441, -2.5878, 2.5082], [-3.8514, 1.5802, 3.2477], [-5.5754, -2.6129, 0.1426], [-4.5755, -2.5075, 2.7117], [-3.6887, -2.4683, 1.6373], [-6.2069, 0.9402, -0.2279], [2.7383, -1.7692, -0.3069], [-0.2437, -3.3997, 1.0709], [-1.1140, 5.3885, 2.6143], [2.1572, -3.9522, 1.1938], [1.1629, -3.0451, 0.7797], [-0.3407, 6.0756, 3.5509], [2.3191, 3.9832, -4.6950], [4.1635, 0.6582, -2.5760], [3.0239, -0.5408, -1.0843], [2.2546, 2.3255, -2.8934], [0.9566, 4.6143, 1.6257], [-4.0329, 4.2627, -0.1129], [1.7246, 5.2907, 2.5475], [-2.2014, -2.3891, 1.8870], [-1.6895, -3.4729, 2.8646], [-0.2034, 2.7264, -2.3773], [-0.4348, 4.6651, 1.6609], [0.8354, 1.9598, -3.2521], [3.7672, -2.6434, 0.0047], [-4.8436, 4.2631, -1.3915], [1.0453, 6.0274, 3.5173], [-1.3037, -1.9871, -5.1848], [0.6222, 2.2401, -4.7217], [-6.8430, 0.6954, -1.5766], [-4.2068, -2.5101, 0.3481], [0.6742, -3.9372, -3.7623], [3.4600, -3.7438, 0.8018], [-1.6122, 2.2210, -2.6174], [-1.3300, -3.9419, 0.0600], [0.1762, 3.3799, -0.0299], [-4.7405, 3.3060, -1.9066], [-6.6144, -2.6180, 3.3591], [-4.1338, 5.2104, 0.4198], [-6.4119, 0.1228, 0.4631], [-0.8351, 6.6568, 4.3189], [0.8339, 4.4175, -2.5690], [3.5271, 2.2184, -1.1938], [1.0092, 3.5331, -6.3525], [-5.9007, 4.4318, -1.1782], [4.2397, -4.4358, 1.0970], [-1.5256, -0.9360, -5.3635], [2.8590, 4.7704, -5.2049], [-4.1872, -2.4799, 3.7250], [-3.9084, -0.3918, 4.0916], [0.9449, -4.4247, -4.6995], [1.5095, -3.9830, -3.0646], [-2.9679, 4.1197, -0.3119], [-4.1790, 2.5975, 3.4737], [-2.1373, -2.4518, -4.6617], [-2.3116, -4.3693, 2.7948], [5.1636, 1.0833, -2.5129], [-6.4675, -0.2297, -2.0110], [-3.5250, -2.4960, -0.4914], [-2.3162, 2.6563, -1.9062], [1.8710, -4.8071, 1.7906], [1.4887, -0.2198, -5.1847], [-3.7520, 0.9115, 5.2841], [0.6732, 0.8949, -3.0361], [-5.3104, 0.6089, 4.4943], [-2.0059, -1.4008, 2.3356], [-2.7634, 1.6006, 3.1081], [2.8045, 5.2434, 2.5103], [-6.6268, 1.5146, -2.2640], [-7.5188, -2.7258, 1.0516], [1.6112, 6.5741, 4.2610], [-6.5655, 1.8730, 0.2128], [4.7685, -2.4546, -0.3532], [-1.6770, 1.1291, -2.5744], [1.8882, -1.7836, -5.9692], [-1.9176, 2.4958, -3.6299], [-1.1338, -2.4922, -6.1357], [3.8348, 3.7076, -3.1851], [2.6092, -1.3498, -4.3997], [-2.1959, 5.4156, 2.6346], [-1.6599, -3.1261, 3.9003], [-5.9573, -2.6742, -0.8692], [-0.1018, 1.6515, -5.2816], [-4.4927, 5.0500, -2.0615], [-7.9270, 0.6124, -1.4711], [-0.1871, -4.4106, -3.2993], [3.9162, 0.4483, -3.6176], [-0.5093, 4.4103, -3.4361]], "lowdin_charge": [0.972, 0.764, 0.893, 0.112, 0.135, -0.309, 0.236, -0.023, -0.047, 0.078, 0.188, -0.307, -0.316, -0.631, 0.143, 0.104, 0.145, 0.160, -0.128, -0.069, -0.184, -0.238, -0.193, -0.113, -0.089, -0.312, -0.086, -0.056, -0.161, -0.290, -0.193, -0.240, 0.005, 0.008, -0.161, -0.103, -0.193, -0.076, -0.324, -0.177, -0.189, -0.307, 0.006, -0.244, -0.142, -0.495, -0.185, -0.232, -0.013, -0.078, -0.104, -0.198, -0.125, -0.072, -0.008, -0.195, -0.060, 0.005, -0.908, -0.732, 0.059, 0.097, 0.114, 0.097, 0.095, 0.080, 0.147, 0.083, 0.077, 0.101, 0.031, 0.053, 0.106, 0.047, 0.033, 0.042, 0.077, 0.110, 0.037, 0.124, 0.119, 0.069, 0.119, 0.060, 0.119, 0.019, 0.077, 0.089, 0.082, 0.146, 0.106, 0.118, 0.069, 0.095, 0.095, 0.110, 0.108, 0.066, 0.035, 0.092, 0.032, 0.103, 0.029, 0.115, 0.122, 0.100, 0.072, 0.079, 0.076, 0.022, 0.111, 0.089], "total_charge": -1, "relative_energy_ev": 0.000, "homo_lumo_gap_ev": 4.86, "lumo_ev": 2.204}